# C5H34N2O10S

A cluster of 11 separate species, C5H34N2O10S in total at a distorted geometry (ωB97M-V with the def2-TZVPD basis set, the Open Molecules 2025 dataset).

## Properties
- Total charge: 0
- HOMO energy: -9.05 eV
- Kohn-Sham gap: 9.18 eV

Each line ends with the Mulliken charge.
CARTESIAN COORDINATES (ANGSTROEM)
C1 -1.30332 1.69515 -1.91009  -1.00
C2 0.16429 1.52932 -1.71452  0.46
N1 1.08752 2.66689 -1.75132  -0.61
C3 0.52173 0.80636 -0.39443  0.22
N2 -0.58328 -0.14405 0.13727  0.15
C4 0.01360 -1.26433 0.83298  -0.49
C5 0.86698 -0.75204 2.06856  -0.40
S1 -0.13968 -0.18753 3.43866  -0.23
H1 -1.58725 1.94985 -2.93837  0.45
H2 -1.64304 0.62376 -1.78576  -0.04
H3 -1.89970 2.34348 -1.23837  0.13
H4 0.61319 0.89292 -2.54267  0.21
H5 0.66544 3.21380 -0.98280  0.21
H6 0.89250 3.28124 -2.54163  0.30
H7 0.57876 1.52477 0.41389  0.14
H8 1.51640 0.37056 -0.43991  -0.71
H9 -1.15789 0.50553 0.69857  0.14
H10 0.57987 -1.97077 0.17207  0.11
H11 -0.83836 -1.87313 1.25772  0.34
H12 1.62006 -1.52724 2.33950  0.49
H13 1.63951 -0.07032 1.74069  0.19
H14 0.39470 0.99501 3.67214  0.09
O1 -1.90406 -2.83527 -3.36130  -0.56
H15 -2.35824 -2.40200 -4.08764  0.29
H16 -1.64689 -3.75175 -3.40097  0.29
O2 -3.54573 2.14608 1.29143  -0.67
H17 -3.78591 2.38909 0.40039  0.29
H18 -3.51225 1.23738 1.64745  0.33
O3 -3.55909 -0.40594 0.73376  -0.58
H19 -2.89630 -1.10661 0.69683  0.24
H20 -4.17104 -0.72180 0.02055  0.38
O4 -3.69518 -1.33673 -1.68939  -0.75
H21 -3.10988 -1.97549 -1.26494  0.33
H22 -3.21250 -0.49952 -1.73107  0.40
O5 -0.79724 3.49238 1.13398  -0.52
H23 -1.66321 3.00169 1.18051  0.25
H24 -1.05955 4.38704 1.39232  0.26
O6 3.80737 1.45030 -0.89181  -0.81
H25 3.39880 1.71520 -0.05144  0.36
H26 3.03263 1.73028 -1.42554  0.35
O7 0.91062 -4.83943 -0.29789  -0.68
H27 1.55217 -4.29728 -0.82174  0.41
H28 1.39051 -4.83849 0.54931  0.29
O8 2.52454 -3.21386 -1.68842  -0.71
H29 1.90162 -2.50634 -1.86881  0.30
H30 3.36530 -2.88064 -1.30840  0.35
O9 2.11971 2.87815 1.56671  -0.52
H31 2.43456 3.00060 2.46507  0.28
H32 1.22280 3.23198 1.49522  0.28
O10 3.72335 -1.17088 -0.26282  -0.76
H33 2.79552 -1.04072 -0.07310  0.30
H34 4.14335 -0.31231 -0.48858  0.43

# C5H34NO11

A cluster of 12 separate species, C5H34NO11 in total at a distorted geometry (ωB97M-V with the def2-TZVPD basis set, the Open Molecules 2025 dataset).

## Properties
- Total charge: 0
- HOMO energy (spin up / spin down): -2.01 / -9.86 eV
- Kohn-Sham gap (spin up / spin down): 2.33 / 10.12 eV
- <S²>: 0.75
- Multiplicity: 2

Each line ends with the Mulliken charge.
CARTESIAN COORDINATES (ANGSTROEM)
C1 -0.16843 0.91544 -2.91395  -1.60
C2 -1.58376 1.16620 -2.36933  -0.28
C3 -2.18800 -0.06252 -1.69040  -0.49
C4 -4.13697 0.83648 -0.28899  -0.85
C5 -2.98301 0.21150 -0.43756  -0.69
N1 0.82080 0.44293 -1.90271  0.03
H1 -0.21913 0.17143 -3.71156  0.47
H2 0.17139 1.75980 -3.50763  0.52
H3 -2.13882 1.53779 -3.22714  0.51
H4 -1.40539 1.90800 -1.58044  0.21
H5 -2.78416 -0.60380 -2.43363  0.69
H6 -1.37088 -0.71439 -1.40108  0.11
H7 -4.80944 1.10801 -1.09370  0.29
H8 -4.49291 1.06389 0.70929  0.32
H9 -2.44665 -0.16907 0.42868  0.33
H10 1.31579 1.27090 -1.55148  0.47
H11 1.32313 -0.44203 -2.04657  0.41
H12 0.26707 0.19456 -1.06814  -0.06
H13 1.31908 4.38246 1.98336  0.28
H14 1.26087 3.17672 0.94091  0.33
O1 0.83421 3.60888 1.69684  -0.71
H15 2.38568 1.50619 0.39639  0.24
H16 3.38603 2.42113 -0.20325  0.23
O2 2.42384 2.31904 -0.14240  -0.39
H17 3.45506 -1.82708 -3.00061  0.27
H18 3.04680 -3.27698 -2.73955  0.24
O3 2.76104 -2.36652 -2.59771  -0.47
H19 -1.04317 3.52355 1.42043  0.27
H20 -2.57435 3.48778 1.55323  0.29
O4 -1.77593 3.03695 1.84140  -0.56
H21 -1.18076 -2.24912 -2.53614  0.23
H22 0.09288 -3.03380 -2.31177  0.26
O5 -0.22671 -2.18999 -2.66295  -0.59
H23 2.07232 -3.29315 1.30701  0.24
H24 3.57674 -2.91977 1.56673  0.23
O6 2.76888 -2.64713 1.12552  -0.45
H25 -0.30840 -1.63623 4.41500  0.34
H26 -0.72376 -0.54564 3.49486  0.21
O7 -0.66213 -1.53698 3.52123  -0.52
H27 -1.56424 1.53463 2.89176  0.31
H28 -0.68485 1.79102 4.03431  0.24
O8 -0.86801 1.08596 3.40488  -0.63
H29 0.27207 -1.09358 1.32548  0.24
H30 0.30247 0.40912 1.73658  0.11
O9 0.50904 -0.20430 1.01412  -0.84
H31 -0.51908 -3.77525 2.00988  0.30
H32 0.17043 -3.62493 3.33001  0.25
O10 0.34745 -3.86925 2.41737  -0.58
H33 2.10785 -0.70384 0.13744  0.27
H34 3.05309 -1.49266 -0.76313  0.31
O11 2.81495 -0.59233 -0.52092  -0.37

# C5H35N2O12

A cluster of 12 separate species, C5H35N2O12 in total at a distorted geometry (ωB97M-V with the def2-TZVPD basis set, the Open Molecules 2025 dataset).

## Properties
- Total charge: 0
- HOMO energy (spin up / spin down): -3.26 / -7.16 eV
- Kohn-Sham gap (spin up / spin down): 3.41 / 7.31 eV
- <S²>: 0.75
- Multiplicity: 2

Each line ends with the Mulliken charge.
CARTESIAN COORDINATES (ANGSTROEM)
O1 1.05960 3.64700 -1.51801  -0.76
C1 1.31319 2.63466 -2.14416  -0.92
C2 1.04342 1.26874 -1.54771  0.38
C3 1.92808 1.07442 -0.29381  -0.59
C4 1.93545 -0.37473 0.18579  -0.49
C5 0.35312 -0.53540 2.07389  -1.30
N1 0.55985 -0.76385 0.62619  0.35
N2 -0.42886 1.09190 -1.21285  0.15
H1 1.77658 2.68817 -3.14148  0.27
H2 1.33319 0.46878 -2.27971  0.06
H3 1.55708 1.73904 0.46797  -0.02
H4 2.92655 1.41172 -0.46467  0.53
H5 2.68997 -0.52076 0.96452  0.32
H6 2.30118 -1.07432 -0.65093  0.28
H7 -0.71650 -0.63182 2.25880  0.42
H8 0.69419 0.45366 2.33636  0.43
H9 0.88428 -1.21700 2.72477  0.24
H10 0.38655 -1.71488 0.37982  -0.34
H11 -0.44285 0.31926 -0.42803  0.16
H12 -0.82980 1.93785 -0.82601  0.57
H13 -0.96349 0.76136 -2.01640  0.50
H14 -2.16225 2.63645 0.94205  0.43
H15 -1.30125 3.73911 0.38308  0.35
O2 -1.91409 3.06988 0.11067  -0.83
H16 0.27438 5.41335 0.98658  0.25
H17 0.60117 4.18630 0.07638  0.45
O3 0.22921 4.47594 0.89361  -0.69
H18 -2.53956 0.79812 0.86046  0.30
H19 -3.33085 1.15963 -0.31070  0.31
O4 -2.72307 0.50544 -0.06008  -0.72
H20 -1.35185 1.91870 2.64095  0.38
H21 -2.80306 1.63657 3.05001  0.21
O5 -2.23512 1.61308 2.33818  -0.62
H22 -1.65520 -1.41081 -2.32240  0.46
H23 -0.21949 -1.78901 -2.66680  0.34
O6 -0.86295 -1.05896 -2.75833  -0.71
H24 2.22584 -3.51965 0.22260  0.37
H25 3.33915 -3.96964 -0.62551  0.27
O7 2.68020 -3.32554 -0.60474  -0.63
H26 -0.43103 -3.64571 -1.07805  0.41
H27 -1.63164 -2.95988 -0.35163  0.36
O8 -0.87735 -3.59313 -0.20253  -0.79
H28 0.91342 -3.64675 -3.15420  0.22
H29 1.49455 -3.20372 -1.73826  0.43
O9 0.66929 -3.21989 -2.36900  -0.72
H30 0.28517 -3.64401 1.09153  0.39
H31 1.15746 -4.73978 1.86161  0.28
O10 1.14044 -3.78609 1.52559  -0.73
H32 -3.71029 -2.18326 -1.15878  0.28
H33 -2.82031 -1.07874 -0.68081  0.44
O11 -2.80222 -1.94670 -1.12032  -0.75
H34 0.55475 2.98690 3.72170  0.28
H35 0.25866 3.30057 2.14692  0.39
O12 0.18710 2.61741 2.85593  -0.65

# C5H35NO12

A cluster of 12 separate species, C5H35NO12 in total at a distorted geometry (ωB97M-V with the def2-TZVPD basis set, the Open Molecules 2025 dataset).

## Properties
- Total charge: 0
- HOMO energy: -8.91 eV
- Kohn-Sham gap: 9.12 eV

Each line ends with the Mulliken charge.
CARTESIAN COORDINATES (ANGSTROEM)
C1 0.04183 -1.82796 2.73748  -1.07
C2 -0.88994 -0.70639 2.24718  -0.26
N1 -0.86767 -0.66992 0.77000  0.32
C3 -1.74160 0.41668 0.25830  0.09
C4 -2.01590 0.20110 -1.25418  -0.75
C5 -0.85813 0.66614 -2.14077  -0.16
O1 -1.14171 2.05444 -2.38260  -0.70
H1 -0.20319 -2.80999 2.21209  0.15
H2 -0.10010 -1.93324 3.74816  0.57
H3 1.13853 -1.54029 2.52234  0.09
H4 -1.91543 -0.92682 2.59921  0.50
H5 -0.60738 0.23440 2.72082  0.18
H6 0.11129 -0.61817 0.43207  -0.23
H7 -1.32475 1.45407 0.40895  -0.47
H8 -2.71905 0.42568 0.83968  0.53
H9 -2.97527 0.71225 -1.54880  0.40
H10 -2.18197 -0.85868 -1.42426  0.31
H11 0.07853 0.61162 -1.64574  -0.11
H12 -0.86345 0.16352 -3.08508  0.60
H13 -0.64687 2.31567 -3.17063  0.31
O2 -1.34441 -2.58822 -2.80384  -0.63
H14 -0.45000 -2.30363 -2.82125  0.42
H15 -1.76970 -2.29739 -3.63755  0.30
O3 -0.05351 3.51920 -0.43034  -0.74
H16 -0.57267 3.00360 -1.11849  0.44
H17 -0.29580 4.45707 -0.55928  0.27
O4 2.43423 -0.99488 0.56167  -0.79
H18 2.55748 -0.58009 -0.27966  0.46
H19 1.97298 -1.83895 0.40276  0.31
O5 1.23849 -1.80807 -2.74414  -0.87
H20 1.28085 -2.36510 -1.90766  0.48
H21 1.61773 -0.95104 -2.50764  0.35
O6 -2.57983 1.74795 2.83367  -0.60
H22 -2.72661 2.30101 3.59645  0.32
H23 -1.74151 2.15656 2.56806  0.30
O7 -1.33290 -3.25610 -0.19500  -0.89
H24 -1.44436 -2.41227 0.26929  0.36
H25 -1.59539 -3.08122 -1.15403  0.38
O8 1.21020 -3.17288 -0.41980  -0.72
H26 1.56505 -4.07337 -0.37594  0.21
H27 0.20645 -3.23949 -0.28236  0.49
O9 -0.20389 2.81372 2.15865  -0.81
H28 -0.24762 3.16656 1.28519  0.41
H29 0.60238 2.18703 2.22068  0.42
O10 2.42319 2.51572 -0.37555  -0.93
H30 1.60399 2.96771 -0.47703  0.47
H31 2.35739 2.12811 0.50209  0.48
O11 1.96607 1.24167 1.96043  -0.67
H32 1.97810 0.36351 1.56660  0.33
H33 2.61930 1.21557 2.66403  0.27
O12 2.56788 0.31050 -1.76160  -0.68
H34 2.45897 1.19339 -1.32663  0.36
H35 3.37971 0.30966 -2.25599  0.20

ΔE to the lowest compared entry with this formula, charge and spin (kJ/mol)
309.75; 42.03; 0.00; 71.36